Computed, not measured: a single C4H6Si molecule, with ωB97M-V with the def2-TZVPD basis set.

The calculation puts the gap between HOMO and LUMO at 7.860 eV. The net charge is 0. The electronic energy comes out at -445.24619 a.u.

Last column: Löwdin charge in e.
Geometry (Å):
Si 0.20 1.80 -0.83  0.68
C 0.10 0.08 -1.29  -0.38
C 0.40 -1.10 -0.22  -0.18
C -0.74 -1.11 1.15  -0.07
C 0.32 -0.54 1.43  -0.12
H 0.39 2.31 0.61  -0.08
H -0.33 2.78 -1.84  -0.11
H -0.23 -0.24 -2.34  0.03
H 0.47 -2.15 -0.39  0.05
H -1.50 -1.87 1.63  0.13
H 0.91 0.04 2.09  0.06



Computed, not measured: a single C14H10BrNO2 molecule, with ωB97M-V with the def2-TZVPD basis set.

The calculation puts the gap between HOMO and LUMO at 7.950 eV. The net charge is 0. The electronic energy comes out at -3318.76228 a.u.

Last column: Löwdin charge in e.
Geometry (Å):
O -3.50 0.15 0.52  0.04
C -2.49 0.61 1.03  -0.38
N -2.75 1.25 2.22  0.11
C -1.76 1.87 2.94  -0.09
C -0.46 1.83 2.51  -0.02
C -0.10 1.03 1.31  -0.14
C 1.26 0.87 1.02  0.04
C 1.70 0.09 -0.08  -0.14
C 3.18 -0.11 -0.29  -0.23
O 3.55 -1.35 0.28  -0.04
C 0.73 -0.46 -0.94  -0.12
C 1.12 -1.21 -2.07  0.00
C 0.17 -1.74 -2.97  -0.10
C -1.19 -1.55 -2.69  -0.68
Br -2.56 -2.28 -3.78  0.74
C -1.57 -0.83 -1.55  -0.05
C -0.66 -0.26 -0.63  -0.08
C -1.09 0.42 0.54  -0.01
H -3.74 1.38 2.46  0.17
H -1.99 2.30 3.92  0.12
H 0.29 2.32 3.12  0.10
H 2.00 1.36 1.64  0.12
H 3.69 0.71 0.21  0.12
H 3.41 -0.04 -1.35  0.11
H 2.79 -1.98 0.26  0.11
H 2.16 -1.40 -2.33  0.11
H 0.49 -2.27 -3.87  0.11
H -2.66 -0.72 -1.44  0.10



Computed, not measured: a molecular structure, C25H46B3ClO22, with ωB97M-V with the def2-TZVPD basis set.

The calculation puts the gap between HOMO and LUMO at 10.355 eV. The net charge is 0. The electronic energy comes out at -3170.49191 a.u.

Last column: Löwdin charge in e.
Geometry (Å):
O 1.14 -2.47 8.44  0.07
C 0.18 -3.11 8.09  -0.35
O 0.28 -3.97 7.07  -0.01
C -0.98 -4.32 6.47  -0.18
C -1.45 -3.17 5.58  -0.17
C -0.71 -3.14 4.23  -0.18
C -1.63 -2.56 3.15  -0.05
B -0.93 -2.25 1.79  -0.51
O -1.72 -2.14 0.63  0.31
B -1.60 -0.82 0.25  -0.56
C -2.87 0.11 0.23  -0.01
C -2.85 1.15 -0.83  -0.73
O -3.68 1.29 -1.70  0.04
Cl -1.46 2.28 -0.85  0.74
O -0.31 -0.38 -0.04  0.22
B 0.58 -0.79 0.94  -0.53
C 1.78 0.13 1.36  0.03
C 1.39 0.57 2.77  -0.33
C 2.14 -0.09 3.89  -0.07
O 2.35 1.26 3.48  0.00
O 0.42 -2.00 1.63  0.32
H -0.80 -2.97 8.56  0.15
H -1.72 -4.61 7.22  0.12
H -0.78 -5.18 5.86  0.12
H -2.53 -3.28 5.43  0.12
H -1.32 -2.22 6.09  0.11
H -0.41 -4.16 4.02  0.12
H 0.14 -2.49 4.38  0.11
H -2.49 -3.20 3.01  0.12
H -2.03 -1.61 3.52  0.13
H -3.74 -0.53 0.09  0.13
H -2.99 0.54 1.23  0.14
H 1.84 1.05 0.78  0.11
H 2.73 -0.38 1.46  0.12
H 0.36 0.81 2.94  0.15
H 2.82 -0.81 3.49  0.12
H 1.39 -0.23 4.66  0.10
C 0.94 -1.40 -2.39  -0.01
O 2.26 -1.69 -2.87  0.02
C 2.31 -2.69 -3.75  -0.63
O 1.37 -3.33 -4.14  0.13
O 3.58 -2.85 -4.11  0.00
C 3.78 -3.90 -5.06  -0.04
H 1.03 -0.57 -1.70  0.07
H 0.29 -1.09 -3.22  0.11
H 0.52 -2.26 -1.87  0.11
H 3.24 -3.70 -5.98  0.10
H 3.47 -4.86 -4.65  0.10
H 4.85 -3.93 -5.27  0.09
C 1.29 0.83 7.96  -0.04
O 2.29 1.82 7.68  0.01
C 1.82 2.89 7.03  -0.63
O 0.68 3.06 6.69  0.12
O 2.84 3.72 6.83  0.01
C 2.48 4.92 6.13  -0.04
H 1.79 0.01 8.47  0.08
H 0.52 1.24 8.60  0.10
H 0.86 0.45 7.04  0.08
H 1.75 5.49 6.70  0.10
H 2.09 4.68 5.14  0.10
H 3.39 5.50 6.03  0.09
C 4.69 5.35 -0.22  -0.04
O 4.09 4.85 -1.42  0.01
C 3.30 3.79 -1.22  -0.62
O 3.07 3.27 -0.17  0.12
O 2.81 3.42 -2.40  0.02
C 1.94 2.29 -2.33  -0.03
H 5.31 6.20 -0.51  0.09
H 3.93 5.69 0.48  0.10
H 5.33 4.60 0.24  0.10
H 1.07 2.51 -1.71  0.04
H 2.47 1.42 -1.95  0.10
H 1.60 2.08 -3.34  0.08
C -5.42 1.22 -4.02  -0.04
O -5.33 0.62 -5.32  0.00
C -6.15 -0.41 -5.52  -0.63
O -6.94 -0.85 -4.72  0.13
O -5.94 -0.87 -6.75  0.00
C -6.76 -1.99 -7.10  -0.04
H -4.69 2.03 -4.01  0.09
H -6.41 1.63 -3.84  0.10
H -5.15 0.51 -3.26  0.07
H -7.81 -1.72 -7.07  0.10
H -6.57 -2.83 -6.44  0.10
H -6.50 -2.27 -8.12  0.09
C 2.58 1.54 -6.31  -0.04
O 1.54 1.00 -7.13  0.01
C 0.36 0.91 -6.52  -0.62
O 0.12 1.23 -5.38  0.11
O -0.51 0.39 -7.38  0.01
C -1.83 0.24 -6.85  -0.03
H 3.48 1.56 -6.91  0.09
H 2.34 2.55 -6.00  0.10
H 2.75 0.90 -5.44  0.09
H -2.25 1.20 -6.57  0.10
H -1.83 -0.44 -6.00  0.10
H -2.45 -0.19 -7.63  0.10



Computed, not measured: 40 unconnected molecules or ions with the total composition H80O40, with ωB97M-V with the def2-TZVPD basis set.

The calculation puts the gap between HOMO and LUMO (alpha / beta) at 8.288 / 1.529 eV. The expectation value of S² is 0.759. Its spin multiplicity is 2. The net charge is +1. The electronic energy comes out at -3056.94634 a.u.

Last column: Löwdin charge in e.
Geometry (Å):
H 1.07 5.26 -2.35  -0.02
H 1.53 5.58 -3.85  0.01
O 1.71 5.61 -2.94  0.01
H -4.08 1.86 3.25  -0.02
H -5.23 1.19 4.07  0.04
O -4.97 1.63 3.28  0.01
H 0.59 3.47 -0.70  0.13
H 0.30 2.02 -0.14  0.05
O 0.68 2.45 -0.91  -0.06
H 3.90 -0.19 -3.11  -0.02
H 5.22 -0.42 -3.79  0.08
O 4.43 0.15 -3.82  -0.05
H 1.36 -2.68 3.78  0.07
H 0.84 -4.12 3.73  0.11
O 0.67 -3.23 3.27  -0.11
H 2.29 -2.92 -3.61  0.08
O 2.77 -3.23 -2.79  -0.08
H 3.75 -3.40 1.11  0.12
O 3.29 -2.60 0.71  -0.06
H -1.55 -0.15 -1.93  0.04
H -1.04 1.19 -2.02  0.03
O -1.19 0.55 -1.31  -0.10
H -4.27 -1.87 2.41  -0.01
H -5.21 -0.66 2.42  0.05
O -4.36 -0.99 2.12  -0.05
H 0.98 -6.17 -2.11  0.12
H -0.15 -6.53 -1.34  0.14
O 0.00 -5.96 -2.16  0.16
H -3.54 0.90 1.27  -0.02
H -2.85 1.20 0.02  0.04
O -3.54 1.58 0.63  -0.05
H -1.62 -2.17 3.23  -0.02
O -2.37 -2.64 2.93  -0.01
H 0.44 -2.51 1.52  0.06
H -0.96 -2.94 0.99  0.07
O -0.04 -2.75 0.65  -0.10
H -0.96 3.37 3.15  0.03
H -2.21 2.65 2.94  -0.01
O -1.84 3.52 2.79  -0.02
H 0.76 2.58 -4.68  0.05
H 0.70 2.97 -3.24  0.02
O 0.26 3.19 -4.12  -0.06
H -2.95 -0.43 -4.62  -0.02
H -2.57 0.21 -5.97  0.09
O -2.63 -0.70 -5.48  -0.12
H -1.73 1.66 -4.32  0.00
H -2.98 1.50 -3.37  0.06
O -2.17 1.06 -3.78  -0.08
H 0.70 -4.28 0.06  0.05
H 2.01 -4.29 -1.05  0.14
O 1.57 -4.73 -0.16  0.01
H 2.15 2.11 -0.49  0.01
O 3.05 2.29 -0.04  -0.10
H 0.44 6.41 0.88  0.10
H 0.37 6.03 -0.52  0.00
O 0.70 5.65 0.27  -0.06
H -4.10 -3.59 0.58  0.05
O -4.81 -3.04 0.19  -0.05
H 3.43 1.73 -3.34  0.06
H 2.34 2.84 -2.86  0.03
O 2.78 1.99 -2.63  -0.08
H -2.56 -3.44 -3.03  0.07
H -1.54 -3.75 -4.07  0.07
O -1.94 -4.18 -3.25  0.02
H -3.83 -1.53 -1.91  -0.08
H -4.58 -0.44 -1.15  0.06
O -4.29 -0.79 -2.01  0.02
H 3.62 -1.96 2.79  0.05
H 3.99 -2.70 4.17  0.02
O 3.34 -2.64 3.51  -0.10
H 2.94 2.91 1.57  0.01
H 2.65 3.66 2.75  0.05
O 3.41 3.63 2.11  -0.13
H 0.95 -1.43 -1.22  0.01
H 1.87 -0.71 -2.31  0.07
O 1.09 -1.29 -2.15  -0.03
H -3.30 5.97 0.29  0.04
H -3.13 4.55 0.26  0.03
O -2.93 5.31 0.92  -0.13
H 4.82 2.39 3.22  -0.01
H 5.66 3.22 2.24  0.12
O 5.55 2.24 2.61  -0.12
H -0.69 0.65 4.01  0.01
H 0.53 1.38 4.41  0.04
O -0.20 0.85 4.91  -0.14
H -3.53 2.27 -1.39  0.04
H -4.30 1.02 -1.73  0.03
O -4.11 1.93 -2.11  -0.08
H 5.42 -0.13 2.23  0.03
O 5.09 -0.81 2.82  -0.05
H -1.49 0.31 1.86  0.09
H -0.41 -0.64 2.17  0.04
O -1.04 -0.09 2.66  -0.02
H 3.57 2.81 -0.62  0.04
H 2.33 -2.80 -2.03  -0.02
H -4.22 -2.40 -0.21  -0.02
H 2.49 -3.08 0.45  -0.01
H -2.58 -3.08 3.73  0.05
H 5.40 -0.52 3.71  0.09
O -0.73 -2.00 6.24  -0.05
H -0.16 -2.77 5.91  0.06
H -0.33 -1.36 5.70  -0.05
O -4.65 3.59 -0.22  -0.11
H -5.02 2.95 0.47  0.09
H -5.38 3.63 -0.86  0.07
O -2.22 -2.09 -1.45  -0.07
H -1.73 -1.85 -0.60  0.08
H -1.58 -2.81 -1.46  0.05
O 2.24 -0.44 1.50  -0.03
H 1.49 0.10 1.33  0.02
H 3.05 -0.12 1.18  0.01
O 2.19 1.17 3.23  -0.05
H 2.98 1.06 2.76  -0.01
H 2.26 1.31 4.19  0.07
O 4.77 -1.57 -1.32  -0.03
H 4.29 -2.39 -1.51  0.00
H 4.41 -1.07 -0.61  0.00
O 0.19 -2.83 -5.03  -0.03
H -0.32 -2.75 -5.81  0.03
H 0.16 -2.10 -4.39  0.04



Computed, not measured: a single C21H27ClN2O5 molecule, with ωB97M-V with the def2-TZVPD basis set.

The calculation puts the gap between HOMO and LUMO at 9.792 eV. The net charge is 0. The electronic energy comes out at -1762.25107 a.u.

Last column: Löwdin charge in e.
Geometry (Å):
C 4.31 -0.18 5.34  -0.07
O 3.15 0.61 5.12  -0.12
C 2.37 0.15 4.10  -0.29
C 2.53 0.67 2.82  -0.15
C 3.55 1.74 2.54  0.00
C 1.71 0.21 1.79  0.05
C 0.73 -0.74 2.02  -0.11
C -0.13 -1.18 0.87  -0.43
O 0.26 -1.09 -0.28  0.05
N -1.38 -1.60 1.18  0.08
C -2.36 -1.94 0.17  -0.16
C -3.07 -0.70 -0.40  -0.14
C -4.04 -1.05 -1.51  -0.22
O -3.29 -1.68 -2.52  -0.16
C -3.79 -1.57 -3.83  -0.20
C -2.71 -2.14 -4.74  -0.15
N -1.43 -1.51 -4.46  0.06
C -1.26 -0.17 -4.66  -0.50
O -1.56 0.41 -5.69  0.08
C -0.52 0.49 -3.59  0.11
C 0.05 0.93 -2.63  0.05
C 0.73 1.40 -1.43  -0.31
C 1.84 2.42 -1.68  -0.10
C 2.00 3.07 -0.29  -0.18
O 0.76 2.85 0.39  -0.13
C -0.16 2.18 -0.47  -0.15
C 0.58 -1.26 3.31  -0.05
C 1.39 -0.81 4.34  -0.56
Cl 1.17 -1.46 5.92  0.73
H 4.86 0.26 6.17  0.09
H 4.05 -1.21 5.61  0.08
H 4.96 -0.20 4.46  0.09
H 3.27 2.33 1.67  0.04
H 3.62 2.43 3.39  0.09
H 4.54 1.31 2.37  0.09
H 1.84 0.62 0.79  0.10
H -1.66 -1.58 2.14  0.13
H -1.88 -2.48 -0.63  0.12
H -3.09 -2.63 0.60  0.13
H -3.59 -0.16 0.40  0.12
H -2.32 -0.01 -0.80  0.10
H -4.85 -1.70 -1.16  0.13
H -4.50 -0.13 -1.88  0.13
H -4.74 -2.12 -3.95  0.13
H -3.97 -0.52 -4.09  0.13
H -2.62 -3.21 -4.56  0.12
H -2.98 -2.01 -5.78  0.12
H -0.98 -1.85 -3.62  0.13
H 1.13 0.53 -0.90  0.10
H 2.76 1.97 -2.04  0.12
H 1.52 3.17 -2.41  0.12
H 2.79 2.57 0.27  0.07
H 2.20 4.13 -0.38  0.12
H -0.78 2.92 -1.00  0.13
H -0.83 1.54 0.11  0.12
H -0.16 -2.02 3.53  0.11



Computed, not measured: a gas-phase ion, CH3BrO2P (charge -1), with ωB97M-V with the def2-TZVPD basis set.

The calculation puts the gap between HOMO and LUMO at 9.141 eV. The net charge is -1. The electronic energy comes out at -3105.90911 a.u.

Last column: Löwdin charge in e.
Geometry (Å):
C 0.79 0.46 -0.03  -0.30
P -0.53 -0.72 0.07  0.18
O -0.57 -1.58 1.29  -0.41
O -0.66 -1.44 -1.23  -0.42
Br -2.31 1.28 0.13  -0.17
H 0.65 1.38 0.58  0.02
H 1.84 0.04 0.31  0.08
H 0.79 0.60 -1.11  0.02